C21H19N5PdS2 as an isolated structure, computed with ωB97M-V/def2-TZVPD.

Summary:
charge	+2
ΔE to the lowest compared entry with this formula, charge and spin	76.3	kJ/mol
multiplicity	5
E_HOMO (alpha / beta)	-12.919 / -15.142	eV
energy	-54666.515	eV

Each line ends with the Löwdin spin population.
Geometry (Å):
Pd (-0.2459, 0.2183, 0.1939)  0.587
C (-1.6626, -1.6867, 4.9707)  0.054
S (-0.7658, -2.7370, 3.8322)  0.474
C (-0.6438, -1.8146, 2.4044)  0.233
S (-0.8651, -0.0588, 2.3766)  0.500
N (-0.2850, -2.5122, 1.3331)  0.150
N (-0.1150, -1.8281, 0.2688)  0.317
C (0.2019, -2.4595, -0.9394)  0.400
C (0.4018, -1.6244, -2.0285)  0.050
C (0.7634, -2.1286, -3.3004)  0.141
C (1.0010, -1.2613, -4.3363)  0.008
C (0.8829, 0.1114, -4.1132)  0.154
C (0.5106, 0.5561, -2.8532)  0.033
N (0.2584, -0.2595, -1.8364)  0.164
H (-1.7568, -2.2748, 5.8817)  -0.001
H (-2.6486, -1.4691, 4.5646)  0.012
H (-1.1109, -0.7719, 5.1778)  0.012
H (0.2575, -3.5384, -0.9751)  0.016
H (0.8553, -3.1984, -3.4296)  0.004
H (1.2817, -1.6370, -5.3107)  -0.003
H (1.0716, 0.8300, -4.8973)  0.008
H (0.4102, 1.6176, -2.6641)  0.000
N (5.5836, -2.4324, 1.1769)  0.002
C (4.9845, -1.4716, 0.9917)  0.001
C (4.1952, -0.2963, 0.7437)  0.004
C (4.7662, 0.9566, 0.5469)  -0.005
C (3.9279, 2.0321, 0.3109)  0.005
C (2.5613, 1.8241, 0.2756)  0.007
N (2.0153, 0.6174, 0.4637)  0.137
C (2.8138, -0.4214, 0.6941)  0.007
H (5.8404, 1.0784, 0.5803)  0.000
H (4.3248, 3.0254, 0.1571)  0.001
H (1.8817, 2.6469, 0.0998)  0.001
H (2.3530, -1.3886, 0.8478)  0.002
C (-0.8288, 2.2321, 0.0246)  0.074
C (-2.1956, 1.7870, -0.0401)  0.105
C (-2.7316, 1.2527, -1.2415)  0.078
C (-4.0331, 0.8120, -1.2892)  0.013
C (-4.8431, 0.9002, -0.1545)  0.133
C (-4.3482, 1.4371, 1.0356)  -0.002
C (-3.0459, 1.8670, 1.1024)  0.111
H (-0.5490, 2.8142, 0.8967)  0.003
H (-0.3830, 2.5887, -0.8992)  0.005
H (-2.1151, 1.2238, -2.1304)  0.001
H (-4.4380, 0.4175, -2.2110)  -0.001
H (-5.8716, 0.5681, -0.2045)  0.006
H (-4.9967, 1.5312, 1.8958)  -0.002
H (-2.6646, 2.3248, 2.0074)  0.002



C21H19N6O7P2Ta as an isolated structure, computed with ωB97M-V/def2-TZVPD.

Summary:
charge	+2
ΔE to the lowest compared entry with this formula, charge and spin	0.0	kJ/mol
E_HOMO	-14.567	eV
energy	-65484.888	eV

Each line ends with the natural charge from an NBO analysis.
Geometry (Å):
Ta (-0.8283, 0.2651, -0.3418)  2.602
C (-2.6259, -0.6937, 3.5814)  -0.226
C (-1.5678, -1.0587, 4.4144)  -0.084
C (-0.2915, -1.0591, 3.9037)  -0.220
C (-0.0543, -0.6765, 2.5826)  0.398
N (-1.0910, -0.3172, 1.7662)  -0.642
C (-2.3547, -0.3471, 2.2884)  0.062
N (1.2678, -0.7119, 2.1866)  -0.471
C (1.7346, -0.0457, 1.2034)  0.481
N (0.9895, 0.7634, 0.3216)  -0.794
C (1.8999, 1.4374, -0.5338)  0.491
N (1.6024, 2.3509, -1.3677)  -0.442
C (0.3619, 2.9581, -1.3817)  0.390
C (0.2966, 4.1945, -2.0170)  -0.208
C (-0.8535, 4.9461, -1.9464)  -0.086
C (-1.9424, 4.4488, -1.2306)  -0.223
C (-1.8557, 3.1948, -0.6876)  0.062
N (-0.7383, 2.4231, -0.7816)  -0.606
C (3.2369, 0.9056, -0.2676)  -0.121
C (4.4519, 1.2081, -0.8540)  -0.133
C (5.5743, 0.5751, -0.3336)  -0.157
C (5.4790, -0.3087, 0.7432)  -0.162
C (4.2563, -0.5959, 1.3371)  -0.172
C (3.1403, 0.0218, 0.8011)  -0.042
H (-3.6488, -0.6892, 3.9280)  0.260
H (-1.7461, -1.3444, 5.4424)  0.256
H (0.5670, -1.3415, 4.4945)  0.264
H (-3.1544, -0.0828, 1.6153)  0.238
H (1.1860, 4.5418, -2.5212)  0.267
H (-0.9044, 5.9143, -2.4260)  0.256
H (-2.8556, 5.0143, -1.1196)  0.257
H (-2.6963, 2.7666, -0.1670)  0.231
H (4.5226, 1.9061, -1.6765)  0.251
H (6.5463, 0.7757, -0.7633)  0.246
H (6.3791, -0.7709, 1.1251)  0.244
H (4.1764, -1.2635, 2.1839)  0.245
O (-2.2650, -1.8572, -2.5403)  -1.005
P (-1.8422, -0.5251, -3.2812)  2.555
O (-1.4190, -0.5203, -4.6549)  -0.983
O (-0.7349, -0.0188, -2.2098)  -1.033
O (-3.0480, 0.4984, -2.9415)  -1.059
P (-3.9118, 0.3694, -1.5936)  2.573
O (-4.6058, 1.7612, -1.4578)  -0.981
O (-4.7115, -0.8389, -1.4956)  -1.056
O (-2.7381, 0.4678, -0.4884)  -1.098
H (-3.1963, -2.1243, -2.6371)  0.557
H (-5.5562, 1.7616, -1.6489)  0.553
C (0.9314, -4.8720, 0.9231)  -0.591
C (0.5245, -4.3306, -0.4538)  -0.543
C (0.1548, -2.9285, -0.3961)  0.655
N (-0.1393, -1.8216, -0.3375)  -0.553
H (1.2110, -5.9169, 0.8142)  0.257
H (0.1054, -4.8106, 1.6290)  0.227
H (1.7857, -4.3277, 1.3212)  0.229
H (-0.3379, -4.8593, -0.8689)  0.292
H (1.3335, -4.4111, -1.1844)  0.292



C21H20BrClF4N2O4PPd as an isolated structure in a non-equilibrium geometry, computed with ωB97M-V/def2-TZVPD.

Summary:
charge	+3
ΔE to the lowest compared entry with this formula, charge and spin	163.9	kJ/mol
E_HOMO (alpha / beta)	-18.637 / -18.637	eV
energy	-139436.495	eV

Each line ends with the natural charge from an NBO analysis.
Geometry (Å):
Pd (-0.3442, -0.2907, 0.2997)  0.835
F (1.0430, 3.7254, 6.1215)  -0.212
C (1.2531, 2.8783, 5.1597)  0.361
C (2.4529, 2.1813, 5.0856)  0.352
F (3.3901, 2.3712, 5.9756)  -0.229
C (2.6518, 1.2794, 4.0474)  0.373
F (3.8101, 0.6384, 3.9709)  -0.270
C (1.6812, 1.0556, 3.0715)  -0.550
P (2.1694, -0.1035, 1.7991)  1.627
C (2.2728, -1.7026, 2.4837)  -0.522
C (1.2821, -2.0341, 3.4390)  -0.155
C (1.3478, -3.2349, 4.1086)  -0.203
C (2.3762, -4.1326, 3.8082)  -0.049
C (3.3506, -3.8174, 2.8623)  -0.202
C (3.2987, -2.6211, 2.1790)  -0.056
C (3.4373, 0.4926, 0.8248)  -0.489
C (3.7849, 1.8715, 0.9410)  -0.012
C (4.8792, 2.3426, 0.2659)  -0.230
C (5.5792, 1.4898, -0.5977)  0.030
C (5.2047, 0.1497, -0.7795)  -0.210
C (4.1184, -0.3440, -0.1109)  -0.085
C (0.4748, 1.7498, 3.1805)  -0.117
Br (-1.0066, 1.4552, 2.0304)  0.308
C (0.2586, 2.6525, 4.2000)  0.331
F (-0.8869, 3.2900, 4.2955)  -0.244
H (0.5048, -1.3205, 3.6920)  0.221
H (0.6236, -3.4765, 4.8749)  0.265
H (2.4225, -5.0827, 4.3256)  0.268
H (4.1626, -4.5070, 2.6739)  0.272
H (4.0797, -2.3768, 1.4736)  0.234
H (3.2090, 2.5337, 1.5724)  0.235
H (5.1986, 3.3679, 0.3914)  0.275
H (6.4111, 1.8869, -1.1674)  0.268
H (5.7508, -0.4750, -1.4726)  0.273
H (3.7552, -1.3385, -0.3256)  0.243
N (-1.5344, -1.5377, 1.3450)  -0.710
C (-2.9438, -1.5986, 0.8298)  -0.236
C (-2.9653, -2.3431, -0.4906)  -0.448
C (-2.1859, -1.6107, -1.5662)  -0.252
N (-0.7340, -1.5621, -1.2407)  -0.703
H (-1.1284, -2.4729, 1.3642)  0.416
H (-1.5392, -1.1942, 2.3031)  0.422
H (-3.3012, -0.5736, 0.7194)  0.227
H (-3.5601, -2.0904, 1.5831)  0.258
H (-3.9983, -2.4752, -0.8108)  0.291
H (-2.5583, -3.3517, -0.3539)  0.222
H (-2.5257, -0.5805, -1.6900)  0.240
H (-2.2949, -2.1023, -2.5348)  0.269
H (-0.2081, -1.1080, -1.9907)  0.463
H (-0.3390, -2.4902, -1.0991)  0.413
O (2.0601, 1.8237, -2.4468)  -0.711
Cl (1.1170, 1.1758, -1.6425)  2.528
O (-0.1906, 1.0813, -2.2232)  -0.816
O (1.5520, -0.2093, -1.3184)  -0.918
O (0.9862, 1.8036, -0.3211)  -0.886



C21H20BrN8S2Ti as an isolated structure, computed with ωB97M-V/def2-TZVPD.

Summary:
charge	+2
ΔE to the lowest compared entry with this formula, charge and spin	41.1	kJ/mol
multiplicity	2
E_HOMO (alpha / beta)	-13.579 / -13.747	eV
energy	-148840.831	eV

Each line ends with the Löwdin spin population.
Geometry (Å):
Ti (0.1003, 0.7092, 0.7171)  0.947
N (2.6021, 3.8667, 2.5302)  0.005
C (1.7893, 2.8468, 2.2730)  0.002
S (0.4708, 3.0913, 1.1609)  -0.004
N (2.0357, 1.7031, 2.8976)  -0.003
N (1.1301, 0.7646, 2.5865)  -0.003
C (1.1466, -0.3621, 3.2098)  0.010
C (0.0627, -1.2987, 2.9241)  0.001
C (-0.0612, -2.5129, 3.5785)  0.004
C (-1.1900, -3.2791, 3.3191)  0.001
C (-2.1396, -2.8114, 2.4213)  0.003
C (-1.9153, -1.6076, 1.7760)  0.002
N (-0.8294, -0.8690, 2.0104)  0.002
H (2.4521, 4.7665, 2.1095)  0.000
H (3.3019, 3.7679, 3.2491)  0.000
H (1.8682, -0.5489, 3.9999)  0.000
H (0.6867, -2.8332, 4.2898)  0.000
H (-1.3337, -4.2243, 3.8250)  0.000
H (-3.0437, -3.3672, 2.2197)  0.000
H (-2.6194, -1.2002, 1.0615)  0.000
C (-3.8956, 3.1168, -1.8806)  0.000
N (-3.2706, 1.8462, -2.2435)  -0.001
C (-3.3488, 1.2436, -3.4834)  0.000
C (-2.6308, 0.1114, -3.4283)  0.000
N (-2.1090, 0.0201, -2.1356)  0.001
C (-2.5121, 1.1075, -1.4203)  0.001
S (-2.1788, 1.5910, 0.1832)  0.003
C (-1.3714, -1.1069, -1.6987)  0.003
C (-1.7337, -2.3552, -2.1884)  -0.001
C (-0.9552, -3.4511, -1.8648)  0.003
C (0.1615, -3.2689, -1.0628)  0.000
C (0.4203, -1.9988, -0.5962)  0.004
N (-0.3310, -0.9246, -0.8854)  0.002
H (-4.5726, 3.4003, -2.6803)  0.000
H (-3.1298, 3.8788, -1.7489)  0.000
H (-4.4520, 2.9981, -0.9547)  0.000
H (-3.8986, 1.6875, -4.2940)  0.000
H (-2.4073, -0.6186, -4.1837)  0.000
H (-2.6175, -2.4617, -2.8000)  0.000
H (-1.2191, -4.4319, -2.2360)  0.000
H (0.8140, -4.0878, -0.7981)  0.000
H (1.2752, -1.8180, 0.0478)  0.001
Br (0.8234, 1.8334, -2.2783)  0.003
C (2.3687, 1.2017, -1.3982)  0.004
C (3.5909, 1.3156, -2.0321)  -0.001
C (4.7109, 0.8581, -1.3598)  0.005
C (4.5601, 0.3119, -0.0929)  -0.001
C (3.2981, 0.2459, 0.4578)  0.004
N (2.1971, 0.6847, -0.1835)  0.000
H (3.6553, 1.7529, -3.0172)  0.000
H (5.6877, 0.9303, -1.8183)  0.000
H (5.4079, -0.0524, 0.4686)  0.000
H (3.1488, -0.1610, 1.4475)  0.000